[1]
C42H59Br2N8O3RbSeSi | the ωB97M-V functional and the def2-TZVPD basis

The maximum force is 0.010 hartree/bohr. Its HOMO energy is -6.09 eV. For the total energy, the calculation gives -10162.81122 hartree. Its LUMO energy is 0.0107 eV.

The geometry in XYZ format:
```
117
Properties=species:S:1:pos:R:3:lowdin_charge:R:1
Rb -0.102 -0.341 0.377 0.759
C 4.612 0.356 -2.359 -0.024
N 4.552 -0.583 -1.253 -0.142
C 5.718 -1.411 -1.019 -0.046
C 3.448 -0.605 -0.467 -0.431
O 2.484 0.113 -0.653 -0.056
C 3.461 -1.612 0.681 -0.123
O 2.364 -1.343 1.510 -0.185
C 2.227 -2.295 2.528 -0.139
C 0.981 -1.950 3.343 -0.442
O 0.349 -0.931 3.114 -0.033
N 0.641 -2.830 4.312 -0.138
C 1.320 -4.087 4.553 -0.038
C -0.570 -2.618 5.084 -0.024
H 4.878 -0.170 -3.277 0.093
H 5.355 1.135 -2.170 0.096
H 3.636 0.816 -2.476 0.084
H 6.237 -1.555 -1.965 0.091
H 5.442 -2.396 -0.650 0.084
H 6.418 -0.951 -0.315 0.097
H 4.399 -1.552 1.248 0.136
H 3.393 -2.625 0.256 0.146
H 3.105 -2.296 3.190 0.142
H 2.123 -3.301 2.102 0.124
H 2.340 -4.074 4.181 0.081
H 0.786 -4.920 4.086 0.096
H 1.364 -4.263 5.628 0.094
H -1.025 -1.682 4.780 0.090
H -0.332 -2.584 6.149 0.093
H -1.274 -3.433 4.906 0.084
C -3.649 1.853 -0.605 -0.033
C -4.030 0.399 -0.471 -0.384
C -5.358 0.009 -0.531 -0.080
C -5.629 -1.355 -0.374 -0.104
C -4.603 -2.239 -0.185 -0.056
C -3.243 -1.786 -0.145 -0.475
N -3.013 -0.445 -0.299 0.068
N -2.193 -2.586 0.037 -0.079
Si -2.202 -4.096 0.787 0.341
C -2.990 -5.566 -0.114 -0.170
C -3.023 -4.057 2.489 -0.168
C -0.400 -4.592 1.051 -0.155
H -4.487 2.510 -0.374 0.075
H -3.316 2.081 -1.622 0.067
H -2.816 2.078 0.063 0.059
H -6.146 0.739 -0.661 0.092
H -6.651 -1.716 -0.408 0.102
H -4.807 -3.298 -0.084 0.083
H -4.022 -5.373 -0.412 0.015
H -2.990 -6.444 0.539 0.027
H -2.428 -5.835 -1.009 -0.002
H -4.105 -3.932 2.407 0.023
H -2.645 -3.209 3.064 0.009
H -2.833 -4.975 3.052 0.025
H 0.154 -4.483 0.114 0.020
H -0.288 -5.619 1.405 0.031
H 0.049 -3.922 1.786 -0.007
Br -1.186 6.446 3.643 0.764
C -0.790 4.853 2.709 -0.674
C -0.587 3.675 3.402 -0.091
C -0.318 2.541 2.650 -0.107
N -0.240 2.536 1.325 0.076
C -0.413 3.682 0.668 -0.210
C -0.705 4.873 1.330 -0.057
C -0.263 3.624 -0.822 -0.206
C -0.268 4.783 -1.594 -0.058
C -0.099 4.661 -2.960 -0.675
Br -0.105 6.209 -4.045 0.760
C 0.080 3.416 -3.528 -0.092
C 0.072 2.323 -2.672 -0.127
N -0.101 2.414 -1.359 0.124
H -0.643 3.633 4.479 0.105
H -0.165 1.584 3.140 0.102
H -0.873 5.798 0.800 0.097
H -0.386 5.763 -1.158 0.096
H 0.219 3.288 -4.591 0.107
H 0.210 1.317 -3.058 0.037
C -2.213 -1.451 -6.481 -0.090
C -2.842 -0.153 -5.978 -0.235
C -2.139 0.472 -4.767 -0.189
C -2.536 -0.087 -3.404 -0.159
N -2.414 -1.532 -3.310 0.000
C -1.252 -2.200 -3.169 -0.673
Se 0.423 -1.457 -3.000 0.692
N -1.530 -3.527 -3.209 0.000
C -0.524 -4.575 -3.160 -0.160
C 0.149 -4.785 -4.511 -0.188
C -0.775 -5.344 -5.590 -0.252
C -1.126 -6.814 -5.383 -0.106
C -2.901 -3.706 -3.328 -0.155
C -3.690 -4.845 -3.382 -0.020
C -5.057 -4.661 -3.509 -0.078
C -5.617 -3.383 -3.584 -0.080
C -4.830 -2.247 -3.530 -0.009
C -3.463 -2.433 -3.395 -0.161
H -2.664 -1.756 -7.427 0.073
H -2.338 -2.278 -5.783 0.050
H -1.142 -1.318 -6.646 0.079
H -3.902 -0.312 -5.755 0.103
H -2.815 0.574 -6.794 0.103
H -2.357 1.544 -4.734 0.111
H -1.057 0.372 -4.891 0.077
H -3.573 0.155 -3.166 0.118
H -1.923 0.338 -2.608 0.081
H -1.017 -5.479 -2.807 0.106
H 0.209 -4.276 -2.410 0.090
H 0.997 -5.463 -4.366 0.118
H 0.567 -3.825 -4.822 0.077
H -0.293 -5.226 -6.563 0.107
H -1.689 -4.744 -5.637 0.093
H -0.230 -7.436 -5.436 0.074
H -1.826 -7.169 -6.139 0.072
H -1.584 -6.990 -4.408 0.053
H -3.264 -5.836 -3.320 0.099
H -5.704 -5.527 -3.549 0.103
H -6.690 -3.281 -3.676 0.103
H -5.268 -1.259 -3.556 0.114
```

[2]
C42H59F27O21 | the ωB97M-V functional and the def2-TZVPD basis

The maximum force is 0.050 hartree/bohr. Its HOMO energy is -9.17 eV. For the total energy, the calculation gives -5912.23792 hartree. As for the SMILES: CCOC(=O)C(F)(F)F.CCOC(=O)C(F)(F)F.CCOC(=O)C(F)(F)F.CCOC(=O)C(F)(F)F.CCOC(=O)C(F)(F)F.CCOC(=O)C(F)(F)F.CCOC(=O)C(F)(F)F.CCOC(=O)C(F)(F)F.CCOC(=O)C(F)(F)F.COCCOCCOC. Its LUMO energy is 0.2999 eV.

The geometry in XYZ format:
```
149
Properties=species:S:1:pos:R:3:lowdin_charge:R:1
C -4.501 3.796 -4.670 -0.041
C -3.446 3.701 -5.787 -0.174
O -2.208 3.306 -5.158 0.027
C -1.182 3.119 -5.963 -0.399
O -1.249 3.021 -7.158 0.162
C 0.182 2.927 -5.254 -0.546
F 0.811 4.110 -5.163 0.160
F -0.071 2.503 -4.013 0.162
F 0.966 2.132 -5.961 0.189
H -5.277 3.037 -4.758 0.078
H -5.009 4.746 -4.835 0.075
H -4.042 3.712 -3.691 0.057
H -3.196 4.670 -6.228 0.127
H -3.770 3.111 -6.642 0.125
C 4.652 -1.207 1.675 -0.034
C 3.239 -1.143 2.260 -0.174
O 2.502 -2.302 1.835 0.035
C 2.318 -3.313 2.663 -0.395
O 2.975 -3.480 3.657 0.161
C 1.290 -4.304 2.147 -0.539
F 0.867 -4.046 0.910 0.170
F 1.778 -5.539 2.264 0.179
F 0.180 -4.232 2.917 0.149
H 5.257 -2.106 1.696 0.081
H 5.163 -0.401 2.216 0.073
H 4.571 -0.834 0.652 0.064
H 2.762 -0.261 1.835 0.116
H 3.208 -0.996 3.338 0.103
C -9.064 -0.363 3.399 -0.063
C -8.098 0.196 2.373 -0.198
O -6.867 -0.518 2.539 0.025
C -6.473 -1.357 1.586 -0.388
O -7.001 -1.472 0.527 0.166
C -5.184 -2.136 1.953 -0.552
F -4.863 -1.893 3.228 0.165
F -5.397 -3.447 1.829 0.170
F -4.219 -1.747 1.136 0.189
H -8.756 -0.265 4.441 0.079
H -9.165 -1.427 3.176 0.084
H -10.048 0.109 3.408 0.080
H -7.897 1.252 2.544 0.125
H -8.540 0.082 1.385 0.120
C 2.910 3.824 2.943 -0.037
C 2.795 3.087 4.299 -0.193
O 3.923 3.326 5.125 0.054
C 4.941 2.513 4.984 -0.393
O 5.040 1.633 4.165 0.155
C 6.111 2.734 5.959 -0.517
F 6.653 1.545 6.215 0.176
F 7.057 3.573 5.517 0.168
F 5.633 3.304 7.102 0.135
H 3.774 4.492 2.934 0.084
H 2.078 4.447 2.622 0.073
H 3.088 3.055 2.191 0.062
H 2.533 2.045 4.113 0.102
H 1.881 3.398 4.805 0.126
C -5.276 -5.694 -1.020 -0.050
C -4.010 -5.961 -1.812 -0.183
O -3.167 -6.902 -1.108 0.025
C -2.136 -6.473 -0.389 -0.383
O -1.827 -5.327 -0.263 0.156
C -1.506 -7.566 0.515 -0.528
F -0.171 -7.513 0.341 0.156
F -1.788 -7.360 1.798 0.184
F -1.943 -8.777 0.128 0.156
H -5.831 -6.554 -0.648 0.083
H -6.027 -5.207 -1.646 0.084
H -4.959 -5.046 -0.203 0.066
H -3.494 -5.038 -2.066 0.122
H -4.229 -6.510 -2.727 0.122
C 0.077 -2.141 -5.988 -0.041
C 1.429 -1.501 -6.272 -0.205
O 1.897 -0.951 -5.040 0.025
C 3.155 -1.110 -4.691 -0.393
O 3.995 -1.639 -5.349 0.177
C 3.425 -0.428 -3.332 -0.553
F 4.373 -1.050 -2.638 0.168
F 3.904 0.802 -3.535 0.168
F 2.321 -0.425 -2.608 0.185
H -0.257 -2.601 -6.919 0.083
H -0.593 -1.380 -5.598 0.063
H 0.237 -2.957 -5.284 0.087
H 1.436 -0.744 -7.060 0.129
H 2.101 -2.240 -6.713 0.121
C 6.647 1.309 -0.984 -0.055
C 7.652 0.194 -0.918 -0.196
O 7.435 -0.852 -1.875 0.019
C 7.129 -2.101 -1.546 -0.394
O 6.975 -2.494 -0.435 0.167
C 7.045 -2.983 -2.812 -0.527
F 7.828 -4.071 -2.679 0.154
F 5.807 -3.459 -3.019 0.160
F 7.461 -2.328 -3.900 0.168
H 5.667 0.817 -0.924 0.054
H 6.615 1.818 -1.945 0.086
H 6.681 1.898 -0.072 0.087
H 7.666 -0.244 0.083 0.122
H 8.666 0.503 -1.174 0.129
C -4.068 7.065 -1.832 -0.076
C -3.292 6.238 -0.861 -0.184
O -3.915 4.930 -0.927 0.030
C -3.526 3.979 -0.104 -0.399
O -2.675 4.053 0.729 0.174
C -4.268 2.656 -0.404 -0.541
F -4.766 2.621 -1.638 0.166
F -3.390 1.668 -0.267 0.172
F -5.288 2.475 0.447 0.168
H -5.114 7.214 -1.554 0.085
H -4.143 6.656 -2.842 0.072
H -3.652 8.070 -1.934 0.085
H -3.480 6.634 0.137 0.131
H -2.227 6.303 -1.076 0.133
C 1.910 0.105 7.192 -0.045
C 1.757 -1.173 6.365 -0.175
O 0.470 -1.383 5.777 0.052
C 0.035 -0.639 4.791 -0.391
O 0.542 0.345 4.335 0.149
C -1.450 -0.948 4.462 -0.535
F -2.038 -1.693 5.384 0.188
F -2.111 0.200 4.312 0.170
F -1.522 -1.574 3.263 0.142
H 1.147 0.064 7.974 0.083
H 1.696 0.985 6.586 0.063
H 2.871 0.255 7.677 0.083
H 1.997 -2.070 6.925 0.131
H 2.479 -1.091 5.548 0.108
C 2.707 2.667 -0.846 -0.093
O 1.943 1.903 0.074 -0.207
C 0.643 2.402 0.296 -0.183
C -0.232 1.202 0.689 -0.182
O -0.248 0.281 -0.370 -0.142
C -0.844 -0.966 -0.032 -0.183
C -1.088 -1.764 -1.283 -0.199
O -2.080 -1.233 -2.121 -0.144
C -1.634 -0.140 -2.910 -0.107
H 3.675 2.195 -0.673 0.077
H 2.805 3.746 -0.686 0.089
H 2.309 2.508 -1.852 0.080
H 0.245 2.938 -0.570 0.127
H 0.718 3.038 1.186 0.111
H -1.265 1.530 0.856 0.111
H 0.147 0.771 1.622 0.115
H -1.701 -0.731 0.618 0.113
H -0.195 -1.473 0.698 0.117
H -1.465 -2.754 -1.015 0.117
H -0.053 -1.902 -1.626 0.131
H -0.549 -0.185 -3.056 0.074
H -1.866 0.829 -2.473 0.075
H -1.976 -0.242 -3.944 0.077
```

[3]
C42H60BaF6N6O3P2Te | the ωB97M-V functional and the def2-TZVPD basis

The maximum force is 0.265 hartree/bohr. Its HOMO energy (spin up / spin down) is -2.02 / -1.65 eV. For the total energy, the calculation gives -3765.56189 hartree. As for the charge: -2. Its LUMO energy (spin up / spin down) is 1.1286 / 1.0951 eV.

The geometry in XYZ format:
```
121
Properties=species:S:1:pos:R:3:lowdin_charge:R:1
Ba 1.789 0.607 -0.732 1.274
C -2.560 -0.950 -3.653 -0.029
N -2.024 0.365 -3.112 -0.193
C -2.167 0.599 -1.761 -0.154
C -1.659 1.281 -4.235 -0.079
C -2.315 0.994 -5.495 -0.050
C -1.788 1.381 -6.741 -0.094
C -0.650 2.137 -6.681 -0.110
C -0.169 2.532 -5.476 -0.084
C -0.589 2.275 -4.164 -0.118
N -0.030 3.016 -3.034 0.068
C 0.816 4.051 -3.370 -0.136
C 1.413 4.139 -4.699 -0.127
C 1.695 5.237 -5.397 -0.108
C 1.422 6.437 -4.762 -0.129
C 1.318 6.426 -3.371 -0.122
C 1.351 5.294 -2.619 -0.160
N 2.525 5.381 -1.738 -0.083
C 3.836 5.779 -2.251 0.276
C 2.527 5.301 -0.314 -0.046
H -3.572 -0.983 -4.005 0.066
H -1.958 -1.207 -4.401 0.035
H -2.332 -1.447 -2.645 0.116
H -1.431 -0.080 -1.223 0.048
H -1.993 1.638 -1.389 0.091
H -3.100 0.219 -1.300 0.080
H -3.236 0.438 -5.422 0.084
H -2.255 1.196 -7.714 0.099
H -0.093 2.443 -7.562 0.107
H 0.641 3.089 -5.627 -0.020
H 1.798 3.289 -5.202 0.114
H 2.166 5.249 -6.359 0.112
H 1.774 7.411 -5.094 0.088
H 1.750 7.295 -2.848 0.114
H 4.673 5.797 -1.528 0.125
H 0.598 0.826 1.195 -0.345
H 3.879 5.735 -3.229 0.041
H 3.320 4.617 -0.018 0.095
H 2.935 6.272 0.041 0.110
H 1.634 4.998 0.233 0.111
F 4.516 0.959 -2.145 -0.289
P 6.124 0.912 -1.838 0.487
F 6.278 1.704 -0.277 -0.273
F 7.893 0.928 -1.697 -0.276
F 5.717 -0.445 -1.008 -0.178
F 6.287 0.093 -3.294 -0.198
F 6.332 2.526 -2.485 -0.273
O -1.460 4.628 -1.449 -0.090
H -2.294 4.312 -1.713 -0.011
H -0.856 3.881 -1.710 -0.014
N 2.522 2.363 5.268 -0.020
C 3.337 1.671 6.216 -0.132
C 4.624 1.687 5.826 -0.113
C 4.609 2.278 4.559 -0.170
N 3.359 2.636 4.228 -0.006
H 1.612 1.987 5.003 0.129
H 2.768 1.073 6.945 0.100
H 5.438 1.383 6.504 0.100
H 5.329 2.127 3.782 0.095
O 1.696 -1.895 -2.625 -0.814
C 1.290 -6.086 3.200 0.103
C 2.878 -1.685 3.697 -0.609
O 4.089 -2.318 3.474 -0.302
N 1.859 -1.316 3.953 0.017
Te -2.050 -1.771 1.774 1.399
C -3.792 -2.981 1.931 -0.443
C -3.748 -4.351 1.613 -0.308
C -2.499 -5.027 1.054 -0.088
C -4.864 -5.149 1.835 -0.023
C -6.058 -4.599 2.295 -0.281
C -7.273 -5.423 2.611 -0.071
C -6.032 -3.268 2.654 -0.055
C -4.983 -2.431 2.415 -0.335
C -5.140 -0.952 2.639 -0.072
C -2.081 -1.114 3.834 -0.400
C -2.034 -1.995 4.925 -0.285
C -2.666 -3.363 4.872 -0.049
C -1.610 -1.495 6.162 -0.005
C -1.257 -0.129 6.291 -0.268
C -0.535 0.443 7.491 -0.055
C -1.630 0.721 5.274 -0.042
C -2.078 0.260 4.042 -0.322
C -2.369 1.252 2.933 -0.103
H 1.493 -6.367 4.226 -0.024
H 0.246 -5.821 3.252 -0.042
H 1.900 -6.123 2.354 -0.030
H -1.633 -4.365 1.065 0.001
H -2.638 -5.322 0.000 0.084
H -2.196 -5.938 1.600 0.079
H -4.795 -6.202 1.641 0.108
H -7.104 -6.490 2.380 0.071
H -8.205 -5.132 2.088 0.075
H -7.493 -5.332 3.712 0.090
H -6.930 -2.817 3.083 0.119
H -6.204 -0.696 2.699 0.074
H -4.764 -0.383 1.776 0.062
H -4.648 -0.677 3.586 0.084
H -2.297 -4.001 4.063 0.067
H -3.744 -3.194 4.642 0.084
H -2.636 -3.927 5.806 0.074
H -1.530 -2.187 7.008 0.112
H -0.138 -0.336 8.154 0.075
H -1.161 1.167 8.045 0.077
H 0.332 1.028 7.115 0.059
H -1.507 1.800 5.421 0.122
H -2.798 2.143 3.405 0.080
H -2.990 0.756 2.221 -0.022
H -1.426 1.509 2.415 0.038
C 2.806 -0.981 -4.292 -0.368
P 2.922 -2.815 -4.088 0.856
C 4.752 -3.373 -4.545 -0.264
C 2.080 -3.494 -5.612 -0.315
H 3.110 -0.620 -5.292 0.032
H 3.423 -0.606 -3.482 -0.016
H 1.758 -0.820 -4.078 -0.013
H 4.746 -4.079 -5.386 -0.003
H 5.153 -3.911 -3.688 0.002
H 5.397 -2.520 -4.749 0.007
H 2.635 -4.257 -6.150 0.000
H 1.812 -2.809 -6.423 0.018
H 1.088 -3.915 -5.329 0.024
```

> The lowest maximum force belongs to which entry?

C42H59Br2N8O3RbSeSi

> Among the records above, which one has the lowest maximum force?

C42H59Br2N8O3RbSeSi